ORCA calculation (ωB97M-V/def2-TZVPD) on a cluster of 3 separate species, C5H16NO2 in total.

Values from the calculation:
Frontier orbital gap: 0.3715 Eh
Electronic energy: -405.1050 hartree
Maximum force: 1.371 eV/A
Relative energy (zero: lowest compared OMol25 entry of this formula, charge and spin): 0.4115 eV
Charge: +1

Geometry (Å):
C (-0.47, 0.70, 1.31)
C (0.75, -0.21, 1.30)
C (1.44, -0.05, -0.05)
C (1.39, -0.99, -0.99)
C (2.36, 1.12, -0.23)
N (-1.50, 0.18, 0.34)
H (-0.96, 0.79, 2.28)
H (-0.21, 1.69, 0.94)
H (0.44, -1.25, 1.37)
H (1.45, -0.10, 2.12)
H (0.69, -1.82, -1.01)
H (1.92, -0.88, -1.93)
H (3.37, 0.84, 0.11)
H (2.45, 1.46, -1.25)
H (2.16, 1.97, 0.43)
H (-1.13, 0.35, -0.60)
H (-1.73, -0.84, 0.41)
H (-2.36, 0.71, 0.42)
H (-1.62, 2.50, -2.41)
H (-1.17, 1.11, -2.88)
O (-1.58, 1.58, -2.13)
H (-1.62, -3.46, 0.28)
H (-2.33, -2.80, 1.45)
O (-1.75, -2.60, 0.71)